{
  "formula": "C17H12N4OS",
  "method": "ωB97M-V with the def2-TZVPD basis set",
  "symbols": ["S", "O", "N", "N", "N", "N", "C", "C", "C", "C", "C", "C", "C", "C", "C", "C", "C", "C", "C", "C", "C", "C", "C", "H", "H", "H", "H", "H", "H", "H", "H", "H", "H", "H", "H"],
  "coordinates": [[-5.94, 0.98, 0.51], [-0.17, -2.41, -0.75], [1.88, -1.19, -0.74], [-4.93, -1.26, -0.36], [-0.37, -0.11, -0.02], [-6.09, -0.92, -0.08], [-3.23, 1.63, 0.82], [5.85, 0.84, 0.55], [6.32, -0.36, 1.30], [-4.33, 0.71, 0.54], [4.64, 0.91, -0.15], [-3.92, -0.35, -0.34], [-1.61, 0.15, 0.06], [2.61, -0.19, -0.72], [3.00, 2.03, -1.29], [-1.94, 1.41, 0.48], [-2.65, -0.83, -0.14], [3.82, -0.42, -0.12], [0.50, -1.38, -0.61], [5.36, -1.23, 1.37], [4.10, -1.29, 0.61], [2.23, 0.82, -1.50], [4.17, 1.94, -0.53], [6.59, 1.51, 0.66], [2.12, -2.18, -0.96], [1.25, 1.09, -1.79], [3.57, -2.15, 0.80], [5.70, -2.32, 1.76], [-2.36, -1.98, -0.73], [-1.19, 1.97, 0.65], [2.86, 3.11, -1.93], [4.89, 2.86, -0.62], [7.16, -0.40, 1.94], [0.34, 0.48, 0.09], [-3.48, 2.67, 1.17]],
  "nbo_charge": [0.343, -0.596, -0.611, -0.127, -0.607, -0.115, -0.169, -0.128, -0.226, -0.298, -0.071, 0.013, 0.140, 0.136, -0.167, -0.223, -0.206, -0.054, 0.816, -0.160, -0.204, -0.255, -0.221, 0.202, 0.427, 0.231, 0.217, 0.194, 0.269, 0.195, 0.227, 0.214, 0.229, 0.373, 0.214],
  "lumo_ev": -0.805,
  "homo_energy_ev": -7.3
}

{
  "formula": "C17H13BBr2F4HoN5OS",
  "method": "ωB97M-V with the def2-TZVPD basis set",
  "symbols": ["Ho", "Br", "Br", "S", "F", "F", "F", "F", "O", "N", "N", "N", "N", "N", "C", "C", "C", "C", "C", "C", "C", "C", "C", "C", "C", "C", "C", "C", "C", "C", "C", "B", "H", "H", "H", "H", "H", "H", "H", "H", "H", "H", "H", "H", "H"],
  "coordinates": [[0.77, -0.95, -1.18], [1.10, -0.01, -4.08], [-3.88, 2.33, -5.72], [2.96, -1.30, 0.21], [-0.19, -3.27, -0.82], [1.30, -2.69, -2.38], [-0.83, -1.89, -2.44], [-0.43, -4.11, -2.99], [0.13, 0.87, -1.52], [-2.35, 1.83, -0.69], [1.96, -3.26, 1.65], [0.44, -1.62, 1.27], [0.24, -0.27, 0.97], [-1.27, 2.33, 0.16], [-2.93, 2.15, -3.02], [-3.99, 3.07, -2.62], [-1.89, 3.68, 0.16], [-2.03, 1.72, -2.04], [-2.67, 1.82, -4.35], [-1.09, 1.69, 1.37], [1.67, -2.08, 1.09], [-0.80, 1.11, -2.39], [-4.07, 3.53, -1.37], [-1.81, 4.43, 1.45], [-1.52, 1.13, -4.73], [-1.09, 2.39, 2.53], [-1.90, -0.61, 2.08], [-1.41, 3.80, 2.55], [-3.20, 2.98, -0.30], [-0.86, 0.23, 1.40], [-0.60, 0.84, -3.75], [-0.07, -3.11, -2.22], [-0.83, 1.90, 3.46], [2.86, -3.68, 1.48], [-2.10, 5.46, 1.42], [1.24, -3.79, 2.10], [-4.65, 3.44, -3.39], [-2.77, -0.01, 2.34], [-1.48, -1.06, 2.98], [-4.77, 4.30, -1.08], [-1.35, 0.87, -5.76], [-2.19, -1.42, 1.41], [-1.34, 4.32, 3.50], [-1.46, 4.25, -0.67], [-3.81, 2.69, 0.57]],
  "nbo_charge": [1.717, 0.148, 0.056, -0.314, -0.510, -0.516, -0.520, -0.490, -0.817, -0.271, -0.772, -0.494, -0.354, -0.248, -0.151, -0.191, -0.064, 0.189, -0.051, 0.173, 0.289, 0.243, -0.180, -0.217, -0.288, -0.300, -0.685, -0.189, -0.087, 0.324, -0.080, 1.331, 0.222, 0.413, 0.216, 0.406, 0.233, 0.228, 0.249, 0.219, 0.245, 0.250, 0.219, 0.207, 0.212],
  "lumo_ev": [-0.066, -0.046],
  "multiplicity": 5,
  "homo_energy_ev": [-7.6, -7.6]
}

{
  "formula": "C17H13ClN2O3",
  "method": "ωB97M-V with the def2-TZVPD basis set",
  "symbols": ["Cl", "O", "O", "O", "N", "N", "C", "C", "C", "C", "C", "C", "C", "C", "C", "C", "C", "C", "C", "C", "C", "C", "C", "H", "H", "H", "H", "H", "H", "H", "H", "H", "H", "H", "H", "H"],
  "coordinates": [[-5.97, 1.40, -0.52], [3.00, 1.79, 0.76], [-1.66, -2.46, 0.47], [-1.06, 2.35, -0.13], [-1.06, 0.08, 0.17], [1.70, 2.15, 0.82], [4.60, -1.14, -0.79], [6.82, 0.21, 0.17], [6.98, -1.00, -0.50], [1.86, 0.21, -0.29], [-5.06, -1.09, -0.07], [5.56, 0.74, 0.36], [-3.41, 0.67, -0.15], [-4.73, 0.24, -0.22], [-2.41, -0.25, 0.09], [5.86, -1.67, -0.98], [-4.05, -2.02, 0.17], [-1.92, -3.83, 0.67], [1.00, 1.23, 0.21], [3.12, 0.63, 0.08], [4.44, 0.07, -0.12], [-2.73, -1.62, 0.25], [-0.48, 1.31, 0.07], [-4.32, -3.05, 0.29], [7.96, -1.41, -0.66], [-2.38, -4.28, -0.22], [-2.56, -3.99, 1.54], [1.59, -0.65, -0.85], [-0.46, -0.71, 0.37], [5.98, -2.61, -1.51], [3.74, -1.67, -1.17], [5.44, 1.68, 0.88], [-3.16, 1.71, -0.27], [-6.08, -1.41, -0.13], [7.69, 0.73, 0.54], [-0.95, -4.29, 0.84]],
  "nbo_charge": [0.010, -0.256, -0.518, -0.559, -0.613, -0.069, -0.190, -0.207, -0.198, -0.350, -0.233, -0.190, -0.261, -0.048, 0.183, -0.210, -0.271, -0.249, 0.034, 0.301, -0.043, 0.255, 0.649, 0.223, 0.217, 0.180, 0.182, 0.234, 0.422, 0.217, 0.209, 0.228, 0.271, 0.228, 0.219, 0.202],
  "lumo_ev": 0.114,
  "homo_energy_ev": -8.4
}

{
  "formula": "C17H13F6N7O6RhS2",
  "method": "ωB97M-V with the def2-TZVPD basis set",
  "symbols": ["Rh", "S", "S", "F", "F", "F", "F", "F", "F", "O", "O", "O", "O", "O", "O", "N", "N", "N", "N", "N", "N", "N", "C", "C", "C", "C", "C", "C", "C", "C", "C", "C", "C", "C", "C", "C", "C", "C", "C", "H", "H", "H", "H", "H", "H", "H", "H", "H", "H", "H", "H", "H"],
  "coordinates": [[-0.22, -0.11, 0.03], [0.95, -0.75, 3.02], [-0.96, 1.12, 3.02], [-2.25, -0.81, 1.67], [-0.02, -2.73, 4.43], [1.93, -3.15, 3.63], [1.72, -1.82, 5.31], [-3.11, -0.35, 3.60], [-3.44, 0.97, 1.94], [-0.28, 1.91, -1.09], [-2.11, 0.95, -0.43], [2.19, -0.07, 2.90], [-0.33, 1.42, 1.75], [0.47, -1.35, 1.77], [-1.40, 2.21, 3.81], [-2.93, -0.85, -2.33], [1.80, -0.64, -0.79], [0.67, -1.30, -3.97], [-0.19, -0.01, 3.80], [-0.64, -1.02, -2.04], [-0.19, -0.64, -5.99], [-1.59, -0.73, -4.17], [2.61, -2.51, -2.02], [-1.72, -0.85, -2.86], [0.51, -1.29, -2.67], [-2.32, 3.17, -1.20], [-2.55, 0.19, 2.54], [-1.51, 1.98, -0.88], [1.17, -2.21, 4.18], [-3.93, 5.34, -1.79], [-4.51, 4.18, -1.30], [-1.74, 4.34, -1.67], [-2.55, 5.43, -1.97], [3.84, -1.64, -0.17], [1.68, -1.51, -1.80], [3.69, -2.60, -1.16], [2.87, -0.66, -0.01], [-3.71, 3.10, -0.99], [-0.38, -0.89, -4.71], [4.70, -1.65, 0.49], [-2.12, 6.34, -2.34], [4.41, -3.40, -1.27], [-3.01, -0.78, -1.32], [-5.58, 4.12, -1.16], [-0.67, 4.39, -1.80], [0.73, -0.78, -6.38], [-4.14, 2.20, -0.59], [2.47, -3.18, -2.85], [-4.56, 6.19, -2.04], [-3.72, -0.67, -2.92], [2.95, 0.10, 0.76], [-0.94, -0.29, -6.56]],
  "nbo_charge": [1.375, 2.228, 2.264, -0.340, -0.292, -0.299, -0.284, -0.288, -0.298, -0.551, -0.673, -0.901, -0.952, -0.985, -0.836, -0.729, -0.416, -0.518, -1.178, -0.549, -0.728, -0.554, -0.192, 0.623, 0.452, -0.149, 0.732, 0.775, 0.772, -0.155, -0.216, -0.156, -0.214, -0.220, 0.157, -0.111, 0.083, -0.161, 0.617, 0.252, 0.230, 0.246, 0.430, 0.229, 0.232, 0.425, 0.228, 0.255, 0.228, 0.430, 0.257, 0.426],
  "lumo_ev": [-5.977, -6.083],
  "homo_energy_ev": [-12.3, -12.3],
  "total_charge": 1
}

{
  "formula": "C17H13FN4S",
  "method": "ωB97M-V with the def2-TZVPD basis set",
  "symbols": ["S", "F", "N", "N", "N", "N", "C", "C", "C", "C", "C", "C", "C", "C", "C", "C", "C", "C", "C", "C", "C", "C", "C", "H", "H", "H", "H", "H", "H", "H", "H", "H", "H", "H", "H", "H"],
  "coordinates": [[4.25, 0.91, 1.40], [1.31, -4.69, -3.52], [-0.36, 0.59, -0.49], [1.92, 0.66, 0.34], [0.60, 1.20, 2.85], [1.95, 1.15, 2.76], [0.35, -0.84, -2.26], [2.02, -2.51, -2.85], [1.70, -1.21, -2.43], [2.75, 1.35, 3.96], [-4.01, 1.05, 0.39], [-2.93, 0.77, -0.44], [0.63, 0.70, 0.50], [1.00, -3.42, -3.16], [2.63, 0.90, 1.52], [-0.01, 0.59, -1.90], [-1.63, 0.72, 0.09], [-0.68, -1.74, -2.54], [-3.78, 1.23, 1.76], [-2.49, 1.16, 2.29], [-0.02, 0.97, 1.74], [-1.45, 0.97, 1.45], [-0.33, -3.00, -3.00], [3.55, 2.09, 3.77], [-0.80, 0.96, -2.52], [-1.11, -3.68, -3.29], [-3.05, 0.60, -1.54], [3.05, -2.82, -2.88], [-5.00, 1.09, -0.02], [3.18, 0.40, 4.24], [2.18, 1.72, 4.80], [-4.71, 1.42, 2.32], [-2.30, 1.35, 3.36], [0.85, 1.25, -2.07], [2.49, -0.45, -2.18], [-1.71, -1.44, -2.46]],
  "nbo_charge": [-0.149, -0.318, -0.370, -0.465, -0.122, -0.207, -0.041, -0.271, -0.191, -0.416, -0.187, -0.249, 0.414, 0.400, 0.169, -0.234, 0.168, -0.204, -0.235, -0.174, 0.070, -0.048, -0.272, 0.238, 0.220, 0.223, 0.215, 0.231, 0.222, 0.219, 0.223, 0.221, 0.229, 0.231, 0.246, 0.215],
  "lumo_ev": -0.580,
  "homo_energy_ev": -8.0
}

{
  "formula": "C17H13N11O7PtS2",
  "method": "ωB97M-V with the def2-TZVPD basis set",
  "symbols": ["Pt", "S", "S", "O", "O", "O", "O", "O", "O", "O", "N", "N", "N", "N", "N", "N", "N", "N", "N", "N", "N", "C", "C", "C", "C", "C", "C", "C", "C", "C", "C", "C", "C", "C", "C", "C", "C", "C", "H", "H", "H", "H", "H", "H", "H", "H", "H", "H", "H", "H", "H"],
  "coordinates": [[0.41, 0.44, -0.62], [1.67, 2.23, -1.47], [0.35, -0.13, -2.84], [-3.48, 5.44, 1.02], [0.82, 0.79, 1.39], [-2.46, 4.07, -0.31], [-0.72, -1.08, 0.14], [-0.60, 4.33, 6.37], [-2.13, 5.65, 5.65], [1.08, 0.74, 3.57], [3.55, -2.19, 0.32], [2.17, -0.61, -0.30], [-1.33, 4.75, 5.50], [4.01, -0.97, 0.53], [-1.53, 1.76, -2.40], [-0.85, 1.51, -4.57], [2.16, 3.85, 0.81], [-2.66, 4.57, 0.78], [3.24, -0.01, 0.18], [-1.37, 1.24, -1.13], [5.27, -0.75, 1.03], [-0.31, 2.45, 2.74], [-1.23, 4.13, 4.17], [1.95, 3.16, -0.09], [-1.02, 2.99, 1.69], [-1.62, -0.68, 1.03], [-3.58, 0.00, 2.95], [-1.86, 4.06, 1.91], [-2.75, -1.11, 3.12], [-2.39, 1.24, -0.35], [2.36, -1.93, -0.21], [-1.98, 4.67, 3.14], [-0.41, 3.03, 4.00], [-3.43, 0.77, 1.82], [-1.81, -1.46, 2.18], [0.59, 1.25, 2.58], [-0.78, 1.17, -3.26], [-2.44, 0.46, 0.86], [5.23, 0.08, 1.62], [-4.33, 0.26, 3.69], [-0.26, 1.07, -5.25], [-3.25, 1.81, -0.68], [-1.16, -2.32, 2.32], [-2.64, 5.51, 3.30], [-2.86, -1.72, 4.01], [-0.92, 2.60, 0.69], [5.53, -1.57, 1.56], [-1.53, 2.19, -4.86], [-4.06, 1.63, 1.64], [1.64, -2.67, -0.50], [0.15, 2.62, 4.83]],
  "nbo_charge": [1.264, -0.038, -0.034, -0.361, -0.827, -0.389, -0.747, -0.362, -0.373, -0.619, -0.255, -0.306, 0.534, 0.196, -0.376, -0.789, -0.350, 0.535, 0.019, -0.277, -0.588, -0.162, 0.006, 0.042, -0.064, 0.471, -0.264, -0.014, -0.145, 0.181, 0.173, -0.152, -0.104, -0.132, -0.282, 0.797, 0.292, -0.285, 0.401, 0.223, 0.409, 0.244, 0.226, 0.281, 0.220, 0.230, 0.394, 0.417, 0.214, 0.248, 0.279],
  "lumo_ev": -1.280,
  "homo_energy_ev": -8.5
}

Q: Which E_tot values were calculated for the entries above? A: -1347.02801 -7923.46225 -1451.01425 -2996.25131 -1372.67328 -2700.09431, in a.u..